# 1
The following is a quantum chemistry calculation of C6H10O4 in the gas phase, from the Open Molecules 2025 dataset.

Last column: Löwdin charge in e.
Atoms and positions in Å:
C: -1.484 1.479 -0.412  0.03
C: -0.928 0.162 0.186  -0.53
O: -2.002 -0.829 0.388  -0.09
O: -3.107 -0.687 -0.444  -0.04
C: -0.305 0.316 1.459  -0.02
C: 0.922 -0.148 1.410  0.05
C: 1.179 -0.679 -0.024  -0.60
C: 2.355 0.101 -0.623  0.01
O: 1.395 -2.073 -0.053  0.01
O: 0.015 -0.328 -0.754  0.02
H: -2.431 1.689 0.075  0.08
H: -1.829 1.257 -1.443  0.10
H: -0.716 2.193 -0.122  0.09
H: -3.066 -1.444 -1.091  0.13
H: -0.787 0.872 2.294  0.15
H: 1.683 -0.189 2.194  0.13
H: 2.459 -0.517 -1.474  0.07
H: 3.311 -0.059 -0.098  0.09
H: 2.225 1.229 -0.442  0.13
H: 1.111 -2.345 -1.027  0.17

Charge: 0
SMILES string: C[C@]1(OO)C=C[C@@](C)(O)O1
HOMO (eV): -9.92
Frontier orbital gap (eV): 10.6

# 2
The following is a quantum chemistry calculation of 2 unconnected molecules or ions with the total composition C25H28F2N3, from the Open Molecules 2025 dataset.

Last column: Löwdin charge in e.
Atoms and positions in Å:
F: -3.505 2.098 1.890  0.06
C: -3.036 0.816 2.064  -0.21
C: -3.832 -0.246 1.635  0.04
C: -3.311 -1.537 1.823  -0.04
C: -2.084 -1.747 2.430  0.00
C: -1.256 -0.647 2.815  -0.16
C: 0.080 -0.878 3.329  0.19
C: 1.254 -0.519 2.616  -0.16
C: 2.382 -1.401 2.568  0.02
C: 3.505 -1.080 1.824  -0.02
C: 3.576 0.125 1.108  0.06
C: 2.467 0.963 1.143  -0.21
F: 2.518 2.143 0.440  0.06
C: 1.302 0.664 1.823  0.09
C: -1.778 0.651 2.602  0.04
H: -4.787 -0.057 1.161  0.13
H: -3.903 -2.382 1.471  0.12
H: -1.710 -2.766 2.567  0.13
H: 0.197 -1.683 4.066  0.10
H: 2.309 -2.375 3.061  0.12
H: 4.337 -1.777 1.771  0.12
H: 4.446 0.387 0.515  0.14
H: 0.430 1.299 1.710  0.12
H: -1.174 1.526 2.828  0.08
C: -0.513 2.788 4.634  -0.10
N: 0.295 3.265 5.734  -0.19
C: -0.367 4.266 6.569  -0.05
C: 1.208 2.343 6.232  -0.35
N: 1.078 1.109 5.799  0.09
C: 1.776 0.117 6.524  -0.23
C: 1.176 -1.260 6.296  -0.23
C: 2.016 -2.228 5.745  -0.08
C: 1.522 -3.500 5.458  -0.10
C: 0.184 -3.789 5.721  -0.09
C: -0.671 -2.814 6.269  -0.07
C: -0.165 -1.543 6.582  -0.04
N: 2.177 2.912 7.020  -0.13
C: 2.533 4.309 6.770  -0.06
C: 3.011 2.230 7.999  -0.05
H: 0.171 2.365 3.887  0.06
H: -1.203 1.997 4.963  0.09
H: -1.079 3.634 4.212  0.11
H: 0.252 4.577 7.412  0.07
H: -0.574 5.139 5.932  0.10
H: -1.320 3.882 6.969  0.10
H: 2.836 0.078 6.220  0.11
H: 1.741 0.304 7.609  0.11
H: 3.053 -1.961 5.514  0.12
H: 2.188 -4.270 5.049  0.12
H: -0.180 -4.788 5.494  0.11
H: -1.720 -3.053 6.469  0.11
H: -0.800 -0.770 7.030  0.12
H: 2.137 4.624 5.796  0.10
H: 2.133 4.980 7.539  0.08
H: 3.619 4.422 6.751  0.09
H: 2.400 1.798 8.804  0.10
H: 3.636 1.444 7.562  0.08
H: 3.670 2.979 8.445  0.09

Charge: +1
HOMO (eV): -10.51
Frontier orbital gap (eV): 4.7

# 3
The following is a quantum chemistry calculation of 2 unconnected molecules or ions with the total composition C4H11N3O2, from the Open Molecules 2025 dataset.

Last column: Löwdin charge in e.
Atoms and positions in Å:
H: 0.277 -0.307 -2.859  0.05
N: 0.128 -0.226 -1.868  0.11
C: -0.292 0.921 -1.498  -0.53
N: -0.812 1.895 -2.382  0.09
N: -0.208 1.282 -0.190  0.01
C: -0.949 2.409 0.331  -0.10
H: -0.125 2.433 -2.876  0.08
H: -1.748 1.892 -2.730  0.08
H: 0.027 0.586 0.486  0.06
H: -0.803 3.318 -0.247  0.07
H: -0.591 2.655 1.332  0.08
H: -2.022 2.274 0.418  0.07
C: 1.072 -2.949 2.265  0.01
C: 0.626 -1.895 1.312  -0.55
O: -0.007 -0.888 1.537  0.06
O: 1.040 -2.193 0.072  0.09
H: 0.481 -2.933 3.171  0.09
H: 2.119 -2.798 2.539  0.10
H: 1.093 -3.903 1.766  0.08
H: 0.695 -1.571 -0.580  0.04

Charge: 0
SMILES string: [H]/N=C(\N)NC.CC(=O)O
HOMO (eV): -8.68
Frontier orbital gap (eV): 9.6

# 4
The following is a quantum chemistry calculation of a molecular structure, C29H44BN10OOs, from the Open Molecules 2025 dataset.

Last column: Löwdin charge in e.
Atoms and positions in Å:
Os: -0.559 -0.052 0.381  1.60
C: -3.830 0.318 1.875  0.00
C: -2.802 1.438 2.128  -0.25
C: -2.882 2.628 2.872  0.06
C: -1.626 3.302 2.670  -0.21
C: -1.118 4.613 3.255  0.02
N: -0.887 2.586 1.846  0.02
N: -1.552 1.411 1.564  -0.09
B: 0.430 2.990 1.169  -0.41
N: 0.192 2.709 -0.419  0.07
N: -0.217 1.444 -0.900  -0.14
C: -0.481 1.532 -2.249  -0.29
C: -0.631 0.447 -3.247  -0.03
C: -0.279 2.891 -2.593  0.05
C: 0.146 3.555 -1.444  -0.26
C: 0.509 4.976 -1.243  0.02
N: 1.407 1.844 1.565  0.04
N: 1.076 0.490 1.389  -0.12
C: 2.228 -0.282 1.586  -0.27
C: 2.410 -1.778 1.261  -0.03
C: 3.194 0.621 2.064  0.04
C: 2.649 1.947 2.043  -0.22
C: 3.206 3.279 2.359  0.01
H: -4.809 0.753 1.633  0.10
H: -3.898 -0.354 2.762  0.10
H: -3.498 -0.338 1.066  0.01
H: -3.666 2.895 3.573  0.13
H: -2.002 5.277 3.338  0.11
H: -0.372 5.072 2.621  0.06
H: -0.702 4.403 4.230  0.10
H: 0.832 4.106 1.341  0.10
H: -0.082 -0.485 -3.029  0.06
H: -0.212 0.839 -4.196  0.10
H: -1.684 0.193 -3.429  0.09
H: -0.451 3.275 -3.619  0.14
H: -0.003 5.618 -1.940  0.10
H: 1.564 5.128 -1.406  0.10
H: 0.284 5.241 -0.194  0.08
H: 3.399 -1.929 0.847  0.07
H: 1.678 -2.184 0.533  0.04
H: 2.313 -2.378 2.200  0.10
H: 4.179 0.253 2.319  0.12
H: 3.935 3.196 3.151  0.10
H: 2.393 3.967 2.679  0.09
H: 3.706 3.699 1.494  0.10
C: -0.657 -2.829 4.390  0.01
N: -1.629 -3.150 3.308  -0.13
C: -2.344 -4.474 3.432  0.00
C: -1.684 -2.385 2.210  -0.25
O: -0.841 -1.443 2.092  -0.19
H: -0.970 -1.914 4.906  0.11
H: 0.320 -2.740 3.926  0.08
H: -0.665 -3.641 5.120  0.10
H: -1.675 -5.184 3.968  0.10
H: -2.597 -4.926 2.450  0.10
H: -3.247 -4.338 4.040  0.10
H: -2.365 -2.549 1.347  0.14
C: 5.196 1.330 -2.777  0.05
C: 4.238 0.202 -2.775  -0.19
C: 4.022 -0.811 -3.702  0.15
C: 2.992 -1.637 -3.159  -0.25
N: 2.523 -1.075 -2.027  0.20
N: 3.321 -0.001 -1.815  0.09
C: 2.476 -2.951 -3.665  0.01
H: 6.230 0.987 -2.726  0.12
H: 4.973 2.055 -1.958  0.11
H: 5.102 1.878 -3.753  0.14
H: 4.616 -0.982 -4.598  0.16
H: 3.224 0.519 -0.953  0.16
H: 2.753 -3.050 -4.694  0.09
H: 1.357 -2.937 -3.558  0.10
H: 2.833 -3.777 -3.063  0.10
C: -3.892 -4.174 -3.212  -0.01
C: -3.178 -3.120 -2.414  -0.23
C: -3.747 -1.884 -2.138  0.03
C: -3.053 -0.973 -1.340  -0.11
N: -1.839 -1.303 -0.800  -0.16
C: -1.258 -2.486 -1.179  -0.15
C: -1.899 -3.416 -1.956  0.00
H: -4.076 -3.882 -4.248  0.11
H: -4.899 -4.327 -2.809  0.10
H: -3.341 -5.144 -3.167  0.10
H: -4.744 -1.611 -2.419  0.13
H: -3.369 0.054 -1.175  0.13
H: -0.190 -2.651 -0.922  0.10
H: -1.500 -4.414 -2.090  0.13

Charge: +3
2S+1: 5
HOMO (alpha / beta) (eV): -15.38 / -15.95
⟨S²⟩: 6.041
Frontier orbital gap (alpha / beta) (eV): 7.9 / 3.9

F_max
In order: 4.78 2.13 1.71 3.32
Unit: eV/Å
Relative energy (zero: lowest compared OMol25 entry of this formula, charge and spin)
In order: 450.4 101.1 52.9 0.0
Unit: kJ/mol